# 1
A structure of composition C15H29N4O5PSTi in a non-equilibrium geometry, computed with wB97M-V/def2-TZVPD.

Last column: Mulliken charge in e.
Atoms and positions in Å:
Ti1 -0.248 0.204 0.149  -0.21
S1 -2.698 0.777 0.431  -0.40
P1 -0.252 -1.393 2.616  -0.13
O1 1.010 1.843 -0.354  0.37
O2 -0.848 -1.636 1.064  0.45
O3 0.879 -0.396 1.804  0.32
O4 0.598 -2.696 2.824  -0.33
O5 -0.420 1.971 1.872  0.33
N1 -2.111 1.238 -2.103  -0.73
N2 0.894 -1.115 -1.086  0.88
N3 -4.132 2.052 -1.394  -0.37
N4 -1.037 0.408 -1.850  0.95
C1 -0.256 3.196 1.165  -0.75
C2 -1.973 -2.566 0.909  -0.93
C3 1.026 3.093 0.405  -0.69
C4 1.353 -1.855 -3.319  -0.69
C5 1.971 0.183 2.585  -0.90
C6 1.847 -1.939 -0.640  -0.46
C7 -3.023 1.398 -1.115  0.62
C8 0.642 -1.095 -2.420  0.41
C9 -1.202 2.137 3.077  -1.03
C10 2.090 1.867 -1.331  -0.96
C11 2.605 -2.740 -1.488  -1.00
C12 -0.481 -0.215 -2.833  0.81
C13 -0.875 -0.150 -4.268  -1.77
C14 0.632 -3.418 4.115  -0.72
C15 2.365 -2.693 -2.843  -0.78
H1 3.025 2.081 -0.815  0.36
H2 -1.115 3.359 0.504  0.21
H3 -2.168 2.584 2.840  0.38
H4 0.992 -4.411 3.873  0.27
H5 2.146 0.895 -1.805  0.35
H6 1.321 -2.908 4.781  0.33
H7 -1.839 0.313 -4.454  0.52
H8 2.530 -0.630 3.041  0.43
H9 -0.652 2.775 3.769  0.31
H10 1.130 3.917 -0.302  0.50
H11 2.006 -1.957 0.428  0.60
H12 1.560 0.856 3.333  0.20
H13 -2.093 -2.727 -0.158  0.28
H14 -4.360 2.395 -2.317  0.21
H15 1.881 2.644 -2.064  0.29
H16 1.137 -1.814 -4.376  0.54
H17 2.602 0.725 1.888  0.25
H18 -0.114 0.392 -4.835  0.39
H19 -2.296 1.524 -3.055  0.22
H20 1.896 3.065 1.062  0.43
H21 -4.818 2.201 -0.668  0.26
H22 2.938 -3.299 -3.532  0.48
H23 3.367 -3.381 -1.068  0.51
H24 -2.872 -2.129 1.337  0.35
H25 -0.929 -1.159 -4.677  0.43
H26 -0.197 4.041 1.854  0.54
H27 -0.369 -3.464 4.535  0.37
H28 -1.354 1.154 3.513  0.33
H29 -1.707 -3.500 1.396  0.34

Largest force on an atom = 0.02878 Eh/bohr
Highest occupied orbital energy (alpha / beta) = -0.669 / -0.684 Eh
Net charge = +3
ΔE to the lowest compared entry with this formula, charge and spin = 0.0 kcal/mol
⟨S²⟩ = 0.75
Spin multiplicity = 2
Kohn-Sham gap (alpha / beta) = 0.301 / 0.315 Ha



# 2
A structure of composition C54H57BBiF5N10OSSi2, computed with wB97M-V/def2-TZVPD.

Last column: Mulliken charge in e.
Atoms and positions in Å:
Bi1 -0.649 -0.823 0.344  0.21
S1 0.712 -1.722 4.822  -0.47
Si1 -3.225 -1.511 -0.081  1.41
Si2 -0.332 -3.303 -0.739  1.54
F1 2.434 3.158 4.945  -0.45
F2 0.655 1.515 3.742  -0.23
F3 4.121 -1.514 2.752  -0.44
F4 5.063 2.485 5.037  -0.39
F5 5.899 0.126 3.967  -0.40
O1 1.504 -0.801 2.463  0.42
N1 -0.139 3.235 1.354  0.23
N2 3.452 -2.089 -1.811  -0.02
N3 -2.268 1.883 2.097  0.30
N4 2.071 -0.287 -1.985  0.52
N5 -1.602 1.898 -1.227  0.78
N6 -1.892 0.562 2.232  1.46
N7 -1.952 2.883 -0.374  0.35
N8 -0.476 -1.817 2.378  0.53
N9 3.957 -0.447 -3.429  0.41
N10 0.826 2.424 0.890  0.93
C1 3.321 1.143 0.180  1.95
C2 4.291 -3.095 -2.420  -0.69
C3 4.602 0.471 3.895  0.73
C4 1.767 4.217 1.858  -1.32
C5 3.454 0.682 -4.190  -0.96
C6 -1.764 1.498 -3.664  0.87
C7 -1.585 -3.665 3.669  -1.13
C8 1.934 1.173 3.764  0.39
C9 0.601 -4.679 0.190  -1.69
C10 -4.535 -1.616 1.285  -1.70
C11 4.477 2.997 1.167  0.00
C12 -2.505 3.596 -2.388  -1.31
C13 5.730 1.165 0.235  -1.01
C14 1.748 1.053 -2.459  1.02
C15 -3.243 -3.259 -0.853  0.60
C16 5.378 -2.403 -3.222  -0.64
C17 4.717 -1.426 -4.176  -0.73
C18 -2.203 -5.327 -1.539  -0.58
C19 4.537 0.546 -0.114  -0.60
C20 0.496 -1.482 3.179  0.00
C21 2.892 1.708 -3.223  -0.86
C22 -4.145 -0.346 -1.272  -1.08
C23 -1.643 -0.032 -6.017  -0.60
C24 3.271 2.379 0.826  0.22
C25 -3.891 3.483 3.226  -1.36
C26 0.397 4.324 1.958  0.67
C27 -2.504 3.920 -1.053  0.57
C28 -3.437 -5.884 -1.832  -0.72
C29 -3.199 2.168 3.044  0.38
C30 -3.013 5.188 -0.447  -1.38
C31 -3.223 -1.739 4.831  -0.92
C32 3.690 -0.360 3.272  0.37
C33 -1.926 2.316 -2.449  -0.02
C34 -1.753 -2.381 2.916  1.34
C35 -2.512 -1.342 3.704  0.93
C36 -3.214 -3.022 5.350  -1.16
C37 -1.886 2.095 -4.920  -0.95
C38 -1.496 -0.636 -4.775  -1.18
C39 4.178 1.660 4.453  0.58
C40 -3.417 1.052 3.798  -1.07
C41 1.984 3.002 1.174  0.11
C42 3.095 -0.901 -2.426  -1.05
C43 2.349 -0.026 3.192  -1.04
C44 -2.325 -3.966 4.755  -0.49
C45 -1.821 1.343 -6.083  -0.74
C46 -2.078 -4.018 -1.056  0.30
C47 -2.574 0.034 3.263  -0.30
C48 -4.483 -3.835 -1.161  -0.64
C49 5.693 2.397 0.876  -1.06
C50 -4.588 -5.127 -1.648  -0.81
C51 -1.539 0.122 -3.617  0.36
C52 0.437 -3.409 -2.500  -0.64
C53 2.839 2.006 4.391  0.19
C54 -0.368 5.421 2.625  -1.46
B1 -1.662 2.954 1.175  -2.66
H1 4.075 -1.983 -4.880  0.29
H2 2.545 2.594 -3.759  0.48
H3 -4.617 3.377 4.033  0.44
H4 -0.966 5.040 3.455  0.16
H5 0.869 -5.492 -0.491  0.45
H6 -2.210 3.960 1.511  -0.30
H7 4.280 1.086 -4.781  0.51
H8 2.728 -2.403 -1.181  0.02
H9 -0.181 -4.047 -3.139  0.68
H10 1.434 -3.858 -2.459  0.03
H11 -1.618 -0.627 -6.922  0.40
H12 6.032 -1.850 -2.544  0.29
H13 -3.811 -0.987 5.349  0.12
H14 -0.858 -4.366 3.270  0.18
H15 -2.204 5.780 -0.015  0.12
H16 0.866 0.996 -3.103  0.08
H17 3.723 -3.768 -3.080  0.37
H18 -5.218 -0.548 -1.206  0.59
H19 0.543 -2.434 -2.978  -0.24
H20 2.491 4.921 2.235  0.48
H21 -1.310 -5.928 -1.688  0.26
H22 -1.041 5.937 1.940  0.13
H23 -4.568 -0.691 1.863  0.31
H24 3.681 2.007 -2.529  0.19
H25 -4.384 -2.433 1.990  0.39
H26 -1.358 -1.706 -4.704  0.49
H27 4.547 -0.419 -0.609  0.46
H28 -5.507 -1.746 0.800  0.66
H29 -0.005 -5.088 1.001  0.37
H30 6.616 2.888 1.165  0.31
H31 2.665 0.364 -4.891  0.30
H32 -3.794 -3.277 6.228  0.29
H33 -5.390 -3.258 -1.004  0.23
H34 -2.281 -2.624 1.967  -1.02
H35 -2.885 4.204 -3.193  0.47
H36 -1.914 1.833 -7.045  0.38
H37 -3.505 -6.901 -2.203  0.38
H38 -4.122 0.969 4.608  0.47
H39 1.462 1.654 -1.593  -0.84
H40 4.730 -3.705 -1.628  0.36
H41 5.975 -3.133 -3.772  0.40
H42 6.679 0.687 0.024  0.38
H43 1.523 -4.298 0.641  0.29
H44 2.392 0.649 -0.077  -0.43
H45 -5.562 -5.548 -1.873  0.37
H46 -3.979 0.693 -0.979  0.09
H47 -3.487 5.780 -1.232  0.43
H48 -3.847 -0.449 -2.315  0.29
H49 4.465 3.953 1.673  0.31
H50 -2.035 3.165 -4.988  0.35
H51 0.342 6.146 3.024  0.45
H52 5.463 -0.893 -4.770  0.42
H53 -3.200 4.284 3.496  0.08
H54 -3.744 5.003 0.340  0.12
H55 -2.194 -4.937 5.227  0.28
H56 -1.414 -0.357 -2.655  0.60
H57 -4.424 3.794 2.325  0.12

Largest force on an atom = 0.01317 Eh/bohr
Highest occupied orbital energy = 0.000 Eh
Net charge = -2
ΔE to the lowest compared entry with this formula, charge and spin = 3.4 kcal/mol
Kohn-Sham gap = 0.139 Ha



# 3
A structure of composition C53H51CsN11O7PS3 in a non-equilibrium geometry, computed with wB97M-V/def2-TZVPD.

Last column: Mulliken charge in e.
Atoms and positions in Å:
Cs1 -2.613 -0.449 -0.412  0.99
S1 3.700 2.814 -1.265  1.39
S2 -3.023 -2.356 -3.458  -0.52
S3 -5.473 -2.529 -1.045  -0.45
P1 -4.966 -2.196 -2.870  0.67
O1 3.407 3.067 0.112  -0.72
O2 2.462 -0.779 3.085  -0.67
O3 4.510 3.805 -1.966  -0.84
O4 -1.709 1.740 -2.186  -0.32
O5 -2.291 -4.328 -0.875  -0.53
O6 0.165 -2.699 -0.188  -0.63
O7 3.980 -4.113 0.289  -0.76
N1 6.223 -2.601 -1.697  -0.66
N2 -2.877 0.002 3.227  -0.67
N3 4.766 -3.286 2.291  -0.14
N4 0.205 3.308 -0.337  0.77
N5 3.095 1.855 -4.082  -0.48
N6 0.777 2.219 -3.605  -0.35
N7 2.798 -2.429 1.414  0.39
N8 -1.556 1.633 4.076  0.05
N9 -1.379 3.118 1.261  -0.39
N10 -0.001 0.315 1.512  0.22
N11 2.339 2.483 -1.922  -0.61
C1 -5.103 1.062 3.921  -0.67
C2 -2.925 2.035 4.299  0.73
C3 6.020 1.095 4.253  -0.83
C4 -5.231 1.495 -4.764  -0.66
C5 -7.347 -3.656 -3.527  -0.45
C6 0.466 1.668 -4.780  -0.23
C7 3.641 -4.563 6.721  -0.61
C8 -8.157 -4.267 -4.427  -0.40
C9 7.032 0.377 2.239  -0.62
C10 -5.647 2.091 4.627  -0.60
C11 -0.707 4.303 -0.580  0.47
C12 2.708 1.366 -5.279  -0.21
C13 5.859 1.084 -1.819  -0.34
C14 0.619 1.651 1.500  0.40
C15 6.872 1.342 3.184  -0.33
C16 -1.780 6.101 -1.626  -0.76
C17 -7.805 -4.489 -5.775  -0.57
C18 5.354 -1.030 3.279  -0.39
C19 -0.744 5.224 -1.610  -0.33
C20 3.839 0.079 -1.081  0.17
C21 -2.745 6.103 -0.593  -0.63
C22 2.715 -3.102 4.942  -0.36
C23 5.102 -3.482 5.198  -0.29
C24 -4.807 3.109 5.223  -0.43
C25 -1.631 0.455 3.412  0.07
C26 -6.594 -3.931 -6.173  -0.49
C27 2.578 -3.942 6.018  -0.63
C28 6.256 -0.786 2.239  -0.49
C29 5.255 -0.078 4.309  -0.23
C30 -4.708 0.315 -4.204  -0.14
C31 -3.672 0.953 3.810  0.42
C32 -2.733 5.163 0.397  -0.73
C33 -7.366 1.045 -3.705  -0.70
C34 1.428 1.103 -5.634  -0.81
C35 4.332 -1.185 -1.299  -1.06
C36 -6.118 -3.164 -3.953  0.33
C37 -0.397 -0.276 2.816  -0.57
C38 4.040 -2.910 4.495  -0.18
C39 -0.228 2.636 0.806  0.11
C40 3.788 -3.371 1.234  -0.28
C41 -5.797 -3.213 -5.297  -0.69
C42 -5.542 -0.551 -3.536  0.39
C43 5.665 -1.311 -1.632  0.28
C44 -1.697 4.206 0.414  0.24
C45 2.068 2.228 -3.248  0.04
C46 -6.522 1.853 -4.496  -0.42
C47 4.927 -4.325 6.330  -0.74
C48 3.124 -1.678 2.504  -1.63
C49 4.570 1.270 -1.316  0.13
C50 6.455 -0.167 -1.876  -0.98
C51 -3.435 3.064 5.040  -0.99
C52 4.421 -2.182 3.214  3.74
C53 -6.883 -0.189 -3.255  -0.58
H1 0.418 -2.933 -1.100  0.31
H2 -6.876 2.738 -4.936  0.42
H3 -0.821 2.265 3.988  0.31
H4 3.343 -5.006 7.672  0.30
H5 7.201 -2.560 -1.424  0.25
H6 5.700 -3.188 -1.130  0.33
H7 7.656 0.569 1.330  0.26
H8 5.912 1.874 4.957  0.41
H9 -1.852 6.848 -2.362  0.48
H10 -8.360 1.367 -3.476  0.42
H11 -4.554 2.130 -5.276  0.41
H12 -3.655 0.118 -4.374  0.32
H13 2.851 0.160 -0.605  0.11
H14 -9.098 -4.693 -4.169  0.36
H15 -0.570 1.596 -4.985  0.50
H16 -8.402 -5.146 -6.429  0.34
H17 1.873 -2.658 4.384  0.36
H18 0.965 -2.589 0.324  0.35
H19 5.862 -4.620 6.825  0.34
H20 6.325 -1.532 1.504  0.47
H21 1.635 -4.133 6.455  0.45
H22 7.344 2.367 3.140  0.28
H23 -1.602 -3.783 -0.541  0.34
H24 3.540 0.991 -5.924  0.31
H25 -5.667 0.248 3.474  0.45
H26 -3.483 6.845 -0.472  0.43
H27 -0.880 2.044 -2.586  0.33
H28 0.072 5.161 -2.415  0.27
H29 0.858 2.091 2.501  0.20
H30 5.574 -3.852 2.343  0.25
H31 -7.572 -0.833 -2.727  0.29
H32 -3.537 5.058 1.163  0.39
H33 1.138 0.646 -6.542  0.43
H34 0.432 -0.220 3.560  0.15
H35 -6.287 -4.030 -7.189  0.38
H36 -4.865 -2.771 -5.639  0.29
H37 -2.123 2.469 -1.746  0.22
H38 1.523 1.612 0.872  -0.35
H39 -2.845 3.892 5.394  0.36
H40 -7.648 -3.551 -2.520  0.44
H41 -2.225 -4.142 -1.816  0.25
H42 1.015 3.119 -0.983  -0.08
H43 -5.148 4.001 5.724  0.35
H44 7.474 -0.281 -2.205  0.40
H45 0.551 -0.365 1.014  0.01
H46 -0.618 -1.307 2.833  0.66
H47 3.681 -2.014 -1.111  0.76
H48 6.061 -3.016 5.018  0.31
H49 6.486 1.956 -2.088  0.36
H50 -6.692 2.122 4.902  0.37
H51 4.532 -0.284 5.094  0.44

Largest force on an atom = 0.06566 Eh/bohr
Highest occupied orbital energy = -0.141 Eh
Net charge = -2
ΔE to the lowest compared entry with this formula, charge and spin = 10.0 kcal/mol
Kohn-Sham gap = 0.269 Ha



# 4
A structure of composition C20H34N4O2PdTe, computed with wB97M-V/def2-TZVPD.

Last column: Mulliken charge in e.
Atoms and positions in Å:
Te1 -2.376 0.871 -2.282  -0.33
Pd1 -1.082 -0.356 -0.374  -0.70
O1 -2.360 -3.705 2.991  -0.74
O2 2.817 0.494 -2.005  -0.37
N1 -2.483 -2.922 0.871  -0.15
N2 0.381 2.075 1.668  0.38
N3 1.939 3.469 2.727  0.19
N4 0.166 2.409 3.923  -0.73
C1 1.472 4.260 4.960  -0.65
C2 2.874 3.307 1.625  -0.90
C3 -1.448 5.097 -3.146  -0.46
C4 2.552 3.880 3.969  -0.70
C5 -0.664 -2.150 2.283  -0.26
C6 -1.458 3.481 -0.901  -0.29
C7 -1.076 4.812 -0.800  -0.51
C8 0.016 -1.546 1.042  -0.97
C9 -1.916 -2.986 2.091  0.26
C10 -1.064 5.634 -1.922  -0.44
C11 0.823 2.622 2.836  0.31
C12 2.146 3.043 0.324  -0.49
C13 1.655 0.570 -2.831  0.12
C14 -1.838 2.919 -2.125  -0.50
C15 1.461 1.989 -3.306  -0.90
C16 0.565 3.051 5.151  -0.71
C17 4.043 -0.733 -0.377  -1.08
C18 -1.829 3.764 -3.242  -0.26
C19 1.243 1.847 0.523  0.50
C20 2.856 -0.742 -1.315  0.22
H1 3.951 0.082 0.343  0.03
H2 1.300 2.663 -2.464  0.00
H3 0.779 0.226 -2.265  -0.12
H4 -0.975 -1.347 2.962  0.15
H5 1.552 3.916 0.042  0.20
H6 1.911 4.580 5.910  0.38
H7 3.211 4.726 3.751  0.35
H8 1.779 -0.112 -3.688  0.43
H9 -1.460 2.856 -0.016  0.52
H10 -0.759 6.672 -1.846  0.36
H11 3.183 3.079 4.391  0.33
H12 1.077 2.322 5.796  0.30
H13 -2.116 3.358 -4.206  0.38
H14 2.860 2.830 -0.473  0.37
H15 3.470 4.224 1.567  0.43
H16 -2.183 -2.133 0.274  0.27
H17 2.948 -1.567 -2.038  0.47
H18 0.485 -2.372 0.480  0.34
H19 3.575 2.479 1.829  0.31
H20 1.916 -0.895 -0.768  -0.12
H21 -0.016 -2.798 2.894  0.22
H22 0.900 5.097 4.549  0.27
H23 0.569 2.040 -3.931  0.30
H24 -0.336 3.348 5.698  0.34
H25 -1.445 5.719 -4.036  0.33
H26 0.598 1.652 -0.339  -0.51
H27 4.089 -1.673 0.177  0.36
H28 -3.427 -3.263 0.800  0.26
H29 4.977 -0.599 -0.929  0.37
H30 -0.783 5.206 0.169  0.38
H31 2.326 2.338 -3.878  0.38
H32 1.845 0.943 0.663  -0.41
H33 -0.359 1.388 1.769  0.26
H34 0.863 -0.959 1.438  0.21

Largest force on an atom = 0.00408 Eh/bohr
Highest occupied orbital energy = 0.007 Eh
Net charge = -2
ΔE to the lowest compared entry with this formula, charge and spin = 0.0 kcal/mol
Kohn-Sham gap = 0.159 Ha



Question: largest force on an atom of number 2 (C54H57BBiF5N10OSSi2)?
Answer: 0.01317 Eh/bohr



Please write out number 4 again, unchanged.
A structure of composition C20H34N4O2PdTe, computed with wB97M-V/def2-TZVPD.

Last column: Mulliken charge in e.
Atoms and positions in Å:
Te1 -2.376 0.871 -2.282  -0.33
Pd1 -1.082 -0.356 -0.374  -0.70
O1 -2.360 -3.705 2.991  -0.74
O2 2.817 0.494 -2.005  -0.37
N1 -2.483 -2.922 0.871  -0.15
N2 0.381 2.075 1.668  0.38
N3 1.939 3.469 2.727  0.19
N4 0.166 2.409 3.923  -0.73
C1 1.472 4.260 4.960  -0.65
C2 2.874 3.307 1.625  -0.90
C3 -1.448 5.097 -3.146  -0.46
C4 2.552 3.880 3.969  -0.70
C5 -0.664 -2.150 2.283  -0.26
C6 -1.458 3.481 -0.901  -0.29
C7 -1.076 4.812 -0.800  -0.51
C8 0.016 -1.546 1.042  -0.97
C9 -1.916 -2.986 2.091  0.26
C10 -1.064 5.634 -1.922  -0.44
C11 0.823 2.622 2.836  0.31
C12 2.146 3.043 0.324  -0.49
C13 1.655 0.570 -2.831  0.12
C14 -1.838 2.919 -2.125  -0.50
C15 1.461 1.989 -3.306  -0.90
C16 0.565 3.051 5.151  -0.71
C17 4.043 -0.733 -0.377  -1.08
C18 -1.829 3.764 -3.242  -0.26
C19 1.243 1.847 0.523  0.50
C20 2.856 -0.742 -1.315  0.22
H1 3.951 0.082 0.343  0.03
H2 1.300 2.663 -2.464  0.00
H3 0.779 0.226 -2.265  -0.12
H4 -0.975 -1.347 2.962  0.15
H5 1.552 3.916 0.042  0.20
H6 1.911 4.580 5.910  0.38
H7 3.211 4.726 3.751  0.35
H8 1.779 -0.112 -3.688  0.43
H9 -1.460 2.856 -0.016  0.52
H10 -0.759 6.672 -1.846  0.36
H11 3.183 3.079 4.391  0.33
H12 1.077 2.322 5.796  0.30
H13 -2.116 3.358 -4.206  0.38
H14 2.860 2.830 -0.473  0.37
H15 3.470 4.224 1.567  0.43
H16 -2.183 -2.133 0.274  0.27
H17 2.948 -1.567 -2.038  0.47
H18 0.485 -2.372 0.480  0.34
H19 3.575 2.479 1.829  0.31
H20 1.916 -0.895 -0.768  -0.12
H21 -0.016 -2.798 2.894  0.22
H22 0.900 5.097 4.549  0.27
H23 0.569 2.040 -3.931  0.30
H24 -0.336 3.348 5.698  0.34
H25 -1.445 5.719 -4.036  0.33
H26 0.598 1.652 -0.339  -0.51
H27 4.089 -1.673 0.177  0.36
H28 -3.427 -3.263 0.800  0.26
H29 4.977 -0.599 -0.929  0.37
H30 -0.783 5.206 0.169  0.38
H31 2.326 2.338 -3.878  0.38
H32 1.845 0.943 0.663  -0.41
H33 -0.359 1.388 1.769  0.26
H34 0.863 -0.959 1.438  0.21

Largest force on an atom = 0.00408 Eh/bohr
Highest occupied orbital energy = 0.007 Eh
Net charge = -2
ΔE to the lowest compared entry with this formula, charge and spin = 0.0 kcal/mol
Kohn-Sham gap = 0.159 Ha